DFT (ωB97M-V with the def2-TZVPD basis set) results for C26H22NO2PV as an isolated structure.

Properties
frontier orbital gap = 0.2234 hartree
E_tot = -67851.6700 eV
ΔE to the lowest compared entry with this formula, charge and spin = 0.0 kcal/mol
total charge = +3
highest occupied orbital energy = -0.6636 Eh
LUMO level = -11.98 eV

CARTESIAN COORDINATES (ANGSTROEM)
V: -0.996 -0.354 0.919
O: -1.085 -3.979 -0.559
C: -0.460 -3.083 -0.167
O: -1.131 -1.989 0.577
C: 0.985 -2.696 -0.263
P: 1.097 -0.870 -0.366
C: 0.670 -0.359 -2.022
C: 1.015 0.936 -2.449
C: 0.659 1.359 -3.719
C: -0.044 0.506 -4.568
C: -0.388 -0.773 -4.149
C: -0.039 -1.209 -2.879
C: 2.685 -0.268 0.137
C: 3.678 -0.078 -0.832
C: 4.956 0.268 -0.429
C: 5.245 0.423 0.922
C: 4.258 0.232 1.885
C: 2.977 -0.112 1.497
H: 1.468 -3.206 -1.097
H: 1.489 -2.996 0.662
H: 1.611 1.589 -1.818
H: 0.952 2.344 -4.059
H: -0.306 0.836 -5.564
H: -0.916 -1.442 -4.816
H: -0.300 -2.222 -2.598
H: 3.468 -0.220 -1.885
H: 5.731 0.410 -1.170
H: 6.247 0.692 1.229
H: 4.495 0.356 2.933
H: 2.204 -0.246 2.243
N: -0.797 1.498 0.050
C: -2.207 1.386 0.194
C: -3.074 1.410 -0.911
C: -4.423 1.277 -0.692
C: -4.915 1.099 0.614
C: -4.064 1.018 1.697
C: -2.679 1.153 1.516
C: -1.760 0.954 2.684
C: -2.065 1.561 3.903
C: -1.361 1.232 5.051
C: -0.363 0.246 5.048
C: -0.037 -0.393 3.875
C: -0.693 -0.013 2.701
H: -0.354 2.208 0.633
H: -0.489 1.587 -0.923
H: -2.677 1.580 -1.905
H: -5.115 1.321 -1.522
H: -5.982 1.000 0.771
H: -4.458 0.828 2.687
H: -2.857 2.299 3.939
H: -1.605 1.737 5.978
H: 0.140 -0.018 5.969
H: 0.711 -1.177 3.862

---

DFT (ωB97M-V with the def2-TZVPD basis set) results for C26H23AsMoO6 as an isolated structure in a non-equilibrium geometry.

Properties
frontier orbital gap (spin up / spin down) = 0.2573 / 0.2580 hartree
E_tot = -102298.4883 eV
ΔE to the lowest compared entry with this formula, charge and spin = 0.0 kcal/mol
total charge = +2
highest occupied orbital energy (spin up / spin down) = -0.5490 / -0.5495 Eh
LUMO level (spin up / spin down) = -7.94 / -7.93 eV

CARTESIAN COORDINATES (ANGSTROEM)
Mo: -0.341 0.770 -0.256
O: 1.201 3.984 -0.093
C: 1.497 2.859 -0.256
O: 0.711 2.032 -1.126
C: 2.653 2.055 0.313
C: 2.902 0.818 -0.558
C: 4.188 0.104 -0.165
C: 3.786 -0.625 1.139
C: 2.371 -0.122 1.341
O: 1.850 -0.079 -0.038
C: 2.360 1.387 1.711
C: 1.008 1.628 2.334
O: 0.752 1.714 3.482
O: 0.008 1.591 1.380
H: 3.510 2.722 0.384
H: 2.754 0.967 -1.622
H: 4.493 -0.598 -0.938
H: 4.998 0.818 -0.024
H: 3.788 -1.705 1.009
H: 4.420 -0.384 1.990
H: 1.725 -0.746 1.954
H: 3.125 1.634 2.442
O: -1.992 -0.073 0.109
As: -3.065 -0.043 -1.307
C: -3.976 -1.676 -1.441
C: -3.774 -2.480 -2.561
C: -4.462 -3.680 -2.646
C: -5.322 -4.059 -1.623
C: -5.511 -3.248 -0.509
C: -4.839 -2.042 -0.408
C: -4.127 1.497 -1.174
C: -5.496 1.387 -1.407
C: -6.276 2.532 -1.335
C: -5.689 3.754 -1.038
C: -4.319 3.854 -0.810
C: -3.528 2.723 -0.881
C: -1.578 0.185 -2.499
C: -1.539 1.200 -3.463
C: -0.418 1.332 -4.258
C: 0.661 0.458 -4.113
C: 0.624 -0.559 -3.179
C: -0.494 -0.710 -2.349
H: -3.104 -2.179 -3.358
H: -4.327 -4.318 -3.508
H: -5.854 -4.998 -1.694
H: -6.182 -3.555 0.281
H: -4.983 -1.407 0.458
H: -5.949 0.432 -1.638
H: -7.341 2.467 -1.509
H: -6.304 4.642 -0.980
H: -3.873 4.811 -0.576
H: -2.460 2.811 -0.700
H: -2.374 1.879 -3.576
H: -0.382 2.115 -5.005
H: 1.524 0.564 -4.757
H: 1.443 -1.262 -3.096
H: -0.591 -1.607 -1.742

---

DFT (ωB97M-V with the def2-TZVPD basis set) results for C26H23Br2NZn as an isolated structure in a non-equilibrium geometry.

Properties
frontier orbital gap = 0.1381 hartree
E_tot = -217327.9531 eV
ΔE to the lowest compared entry with this formula, charge and spin = 22.2 kcal/mol
highest occupied orbital energy = -0.2015 Eh
LUMO level = -1.72 eV

CARTESIAN COORDINATES (ANGSTROEM)
C: 0.754 3.088 -0.677
C: 0.561 2.073 0.366
N: -0.143 2.328 1.495
C: -0.815 3.580 1.800
C: -0.162 1.206 2.332
C: 0.551 0.173 1.685
C: 0.617 -1.074 2.300
C: 0.026 -1.245 3.564
C: -0.662 -0.190 4.193
C: -0.774 1.062 3.571
C: 1.074 0.744 0.440
C: 1.936 0.145 -0.464
C: 2.740 -1.017 -0.120
C: 3.448 -1.050 1.108
C: 4.244 -2.137 1.448
C: 4.347 -3.230 0.569
C: 3.668 -3.214 -0.657
C: 2.880 -2.115 -1.002
H: 1.561 2.777 -1.342
H: -0.151 3.225 -1.289
H: 1.030 4.063 -0.248
H: -1.288 3.479 2.778
H: -0.097 4.410 1.828
H: -1.583 3.805 1.049
H: 1.133 -1.892 1.797
H: 0.097 -2.214 4.056
H: -1.122 -0.358 5.167
H: -1.320 1.890 4.014
H: 2.206 0.691 -1.371
H: 3.366 -0.198 1.786
H: 4.785 -2.137 2.396
H: 4.962 -4.091 0.840
H: 3.750 -4.046 -1.358
H: 2.333 -2.093 -1.947
Br: -0.026 6.565 -4.651
Zn: 1.841 5.872 -3.615
Br: 3.587 4.842 -2.629
C: 0.242 1.317 -4.922
C: -0.036 0.974 -3.577
C: 0.949 0.046 -3.131
C: 1.897 -0.161 -4.203
C: 1.436 0.641 -5.327
C: 2.099 0.591 -6.557
C: 3.238 -0.208 -6.686
C: 3.717 -0.957 -5.595
C: 3.055 -0.941 -4.360
H: -0.338 1.966 -5.577
H: -0.852 1.354 -2.971
H: 0.871 -0.553 -2.232
H: 1.706 1.170 -7.393
H: 3.768 -0.242 -7.639
H: 4.615 -1.568 -5.724
H: 3.434 -1.532 -3.527

---

DFT (ωB97M-V with the def2-TZVPD basis set) results for C26H23Cl2F6N4O13P2S2Ti as an isolated structure.

Properties
frontier orbital gap = 0.2519 hartree
E_tot = -164630.7254 eV
ΔE to the lowest compared entry with this formula, charge and spin = 30.6 kcal/mol
total charge = +1
highest occupied orbital energy = -0.4296 Eh
LUMO level = -4.83 eV

CARTESIAN COORDINATES (ANGSTROEM)
Ti: -0.196 0.887 0.288
C: -4.590 0.124 1.384
O: -4.491 1.192 0.385
C: -3.247 1.188 -0.011
N: -2.389 0.409 0.555
C: -3.124 -0.265 1.670
C: -3.005 -1.760 1.746
C: -3.204 -2.383 2.971
C: -3.233 -3.768 3.046
C: -3.054 -4.533 1.902
C: -2.847 -3.911 0.679
C: -2.832 -2.526 0.604
C: -2.823 2.120 -1.059
C: -3.634 3.000 -1.750
C: -3.030 3.840 -2.675
C: -1.658 3.769 -2.868
C: -0.947 2.842 -2.127
N: -1.520 2.036 -1.243
C: 0.500 2.627 -2.181
N: 1.023 1.622 -1.588
C: 2.497 1.766 -1.761
C: 2.625 3.075 -2.584
O: 1.249 3.516 -2.784
C: 3.198 0.618 -2.453
C: 4.499 0.837 -2.906
C: 5.214 -0.179 -3.517
C: 4.634 -1.429 -3.691
C: 3.345 -1.653 -3.237
C: 2.634 -0.637 -2.614
H: -5.148 -0.687 0.920
H: -5.124 0.516 2.244
H: -2.777 0.188 2.596
H: -3.320 -1.781 3.865
H: -3.383 -4.252 4.001
H: -3.065 -5.612 1.965
H: -2.683 -4.508 -0.210
H: -2.667 -2.023 -0.341
H: -4.697 3.027 -1.556
H: -3.624 4.549 -3.235
H: -1.141 4.413 -3.566
H: 2.911 1.910 -0.762
H: 3.050 2.900 -3.568
H: 3.155 3.876 -2.076
H: 4.976 1.801 -2.766
H: 6.224 0.006 -3.855
H: 5.190 -2.224 -4.169
H: 2.891 -2.629 -3.349
H: 1.652 -0.839 -2.225
O: -1.619 3.793 1.939
P: -0.047 3.553 2.014
O: 0.798 4.727 2.017
O: 0.111 2.577 0.765
O: 0.159 2.576 3.246
P: -0.393 1.090 3.511
O: 0.751 0.475 4.372
O: -1.729 1.051 4.103
O: -0.280 0.441 2.073
H: -1.906 4.584 2.413
H: 0.448 0.087 5.203
Cl: -0.866 -0.874 -2.242
C: -1.180 -2.595 -2.659
Cl: 0.122 -3.640 -2.141
H: -1.271 -2.618 -3.739
H: -2.102 -2.890 -2.175
F: 4.213 -1.134 -0.249
C: 4.215 -0.334 0.790
F: 4.971 -0.837 1.752
F: 4.688 0.858 0.432
S: 2.519 -0.072 1.549
O: 1.575 -0.033 0.348
O: 2.605 1.196 2.194
N: 2.218 -1.231 2.487
S: 2.225 -2.806 2.193
O: 2.852 -3.152 0.956
O: 2.530 -3.493 3.398
C: 0.429 -3.049 1.905
F: -0.282 -2.661 2.956
F: 0.181 -4.325 1.653
F: 0.048 -2.319 0.841

---

DFT (ωB97M-V with the def2-TZVPD basis set) results for C26H23Cl2N6O6P2STi as an isolated structure in a non-equilibrium geometry.

Properties
frontier orbital gap (spin up / spin down) = 0.1784 / 0.2283 hartree
expectation value of S² = 2.03
E_tot = -126145.3934 eV
ΔE to the lowest compared entry with this formula, charge and spin = 19.9 kcal/mol
total charge = -1
multiplicity = 3
highest occupied orbital energy (spin up / spin down) = -0.0987 / -0.1512 Eh
LUMO level (spin up / spin down) = 2.17 / 2.10 eV

CARTESIAN COORDINATES (ANGSTROEM)
Ti: -0.531 -0.513 -0.225
C: 0.209 -4.288 -1.817
C: 1.254 -4.709 -0.982
C: 1.397 -4.116 0.247
C: 0.536 -3.066 0.641
N: -0.343 -2.530 -0.284
C: -0.537 -3.202 -1.428
N: 0.573 -2.672 1.921
C: -0.261 -1.734 2.352
N: -1.079 -1.005 1.540
C: -1.905 -0.214 2.281
N: -2.827 0.587 1.767
C: -3.072 0.606 0.456
C: -4.007 1.558 -0.007
C: -4.405 1.578 -1.325
C: -3.885 0.604 -2.194
C: -2.957 -0.295 -1.703
N: -2.496 -0.286 -0.438
C: -1.594 -0.415 3.673
C: -2.077 0.148 4.849
C: -1.498 -0.232 6.043
C: -0.444 -1.150 6.082
C: 0.046 -1.725 4.925
C: -0.535 -1.367 3.717
H: 0.008 -4.776 -2.757
H: 1.915 -5.506 -1.290
H: 2.158 -4.421 0.947
H: -1.345 -2.840 -2.058
H: -4.377 2.270 0.712
H: -5.115 2.310 -1.682
H: -4.221 0.530 -3.220
H: -2.553 -1.067 -2.355
H: -2.869 0.883 4.815
H: -1.844 0.206 6.972
H: 0.005 -1.396 7.036
H: 0.872 -2.420 4.941
Cl: 2.035 -0.839 -0.343
C: 3.074 0.147 0.622
C: 4.441 0.064 0.457
C: 5.276 0.856 1.230
C: 4.725 1.697 2.186
C: 3.358 1.774 2.331
Cl: 2.707 2.836 3.517
C: 2.466 1.035 1.530
S: 0.772 1.248 1.618
H: 4.844 -0.612 -0.282
H: 6.344 0.826 1.080
H: 5.352 2.316 2.810
N: -1.499 1.894 -3.584
C: -0.043 1.893 -3.331
C: 0.687 2.777 -4.302
P: 0.414 2.116 -1.568
O: 0.177 3.718 -1.387
O: 1.839 1.749 -1.452
O: -0.701 1.416 -0.839
P: 0.296 0.061 -3.563
O: 1.867 -0.031 -3.827
O: -0.517 -0.262 -4.769
O: -0.047 -0.661 -2.290
H: -1.876 2.809 -3.840
H: -1.981 1.519 -2.730
H: -1.582 1.160 -4.345
H: 0.251 3.778 -4.306
H: 0.677 2.350 -5.307
H: 1.720 2.873 -3.975
H: 0.417 3.923 -0.481
H: 2.313 0.238 -3.013

---

DFT (ωB97M-V with the def2-TZVPD basis set) results for C26H23Cl5LiN5O as an isolated structure in a non-equilibrium geometry.

Properties
frontier orbital gap = 0.2790 hartree
E_tot = -99652.8016 eV
ΔE to the lowest compared entry with this formula, charge and spin = 4.2 kcal/mol
highest occupied orbital energy = -0.2834 Eh
LUMO level = -0.12 eV

CARTESIAN COORDINATES (ANGSTROEM)
Li: 0.265 -0.721 -0.274
C: -1.970 -1.647 3.690
C: -3.143 -0.998 3.342
C: -3.411 -0.778 2.002
C: -2.475 -1.196 1.056
N: -1.320 -1.746 1.406
C: -1.078 -1.982 2.678
C: -2.708 -1.073 -0.390
C: -3.993 -1.062 -0.943
C: -4.111 -0.954 -2.317
C: -2.967 -0.874 -3.094
C: -1.723 -0.942 -2.457
N: -1.626 -1.033 -1.142
C: -0.435 -0.950 -3.172
C: -0.329 -1.081 -4.556
C: 0.931 -1.097 -5.129
C: 2.042 -1.000 -4.309
C: 1.837 -0.892 -2.940
N: 0.640 -0.859 -2.399
H: -1.755 -1.874 4.723
H: -3.833 -0.663 4.103
H: -4.318 -0.277 1.702
H: -0.134 -2.466 2.890
H: -4.869 -1.154 -0.320
H: -5.088 -0.947 -2.777
H: -3.049 -0.768 -4.163
H: -1.200 -1.180 -5.184
H: 1.047 -1.188 -6.200
H: 3.041 -1.015 -4.712
H: 2.659 -0.831 -2.241
Cl: 3.421 0.830 0.845
C: 3.227 -0.887 0.991
C: 2.066 -1.435 0.467
C: 2.015 -2.821 0.575
Cl: 0.643 -3.594 -0.112
C: 2.994 -3.607 1.170
Cl: 2.830 -5.325 1.281
C: 4.129 -2.990 1.687
Cl: 5.382 -3.931 2.410
C: 4.253 -1.609 1.592
Cl: 5.674 -0.836 2.206
C: 0.090 3.352 -1.590
N: 0.118 3.425 -0.146
C: -0.449 4.634 0.414
C: 0.134 2.238 0.549
O: -0.133 1.169 0.009
N: 0.434 2.344 1.874
C: 1.442 3.268 2.353
C: 0.327 1.148 2.678
H: 0.534 4.264 -1.993
H: -0.926 3.243 -1.987
H: 0.679 2.490 -1.897
H: -1.427 4.838 -0.039
H: 0.206 5.487 0.216
H: -0.587 4.530 1.486
H: 1.739 3.952 1.563
H: 2.321 2.705 2.667
H: 1.057 3.827 3.209
H: -0.515 0.562 2.329
H: 0.169 1.444 3.713
H: 1.225 0.531 2.607

---

DFT (ωB97M-V with the def2-TZVPD basis set) results for a 4-piece molecular cluster, C26H23Cl6OPS2 overall in a non-equilibrium geometry.

Properties
frontier orbital gap = 0.2961 hartree
E_tot = -135470.2029 eV
structure (SMILES) = O=C(C[PH2](S)S)c1ccccc1.Clc1ccccc1Cl.Clc1ccccc1Cl.Clc1ccccc1Cl
highest occupied orbital energy = -0.3128 Eh
LUMO level = -0.45 eV

CARTESIAN COORDINATES (ANGSTROEM)
O: 1.643 2.816 0.051
C: 2.373 1.874 -0.387
C: 1.745 0.402 -0.413
P: 1.808 -0.518 1.254
S: 3.887 -0.086 1.573
S: 1.825 -1.714 3.065
C: 3.821 2.273 -0.907
C: 4.544 1.264 -1.856
C: 5.975 1.524 -2.388
C: 6.678 2.825 -1.942
C: 6.005 3.906 -1.016
C: 4.554 3.604 -0.494
H: 2.150 -0.249 -1.281
H: 0.625 0.546 -0.661
H: 1.486 -1.739 0.537
H: 0.734 0.246 1.831
H: 3.991 1.256 1.956
H: 3.155 -1.931 3.464
H: 3.985 0.320 -2.150
H: 6.448 0.733 -3.057
H: 7.745 3.063 -2.292
H: 6.537 4.855 -0.691
H: 3.986 4.326 0.202
Cl: -5.756 5.939 -1.668
C: -4.148 5.401 -1.333
C: -3.111 6.321 -1.470
C: -1.800 5.941 -1.207
C: -1.520 4.640 -0.803
C: -2.553 3.717 -0.668
C: -3.868 4.095 -0.934
Cl: -5.105 2.900 -0.753
H: -3.322 7.338 -1.783
H: -0.995 6.661 -1.315
H: -0.499 4.343 -0.594
H: -2.330 2.694 -0.353
Cl: -2.176 0.994 -1.196
C: -2.883 -0.513 -1.665
C: -4.072 -0.459 -2.390
C: -4.695 -1.630 -2.806
C: -4.133 -2.862 -2.499
C: -2.949 -2.924 -1.774
C: -2.318 -1.755 -1.352
Cl: -0.850 -1.932 -0.448
H: -4.518 0.499 -2.635
H: -5.621 -1.580 -3.369
H: -4.617 -3.777 -2.826
H: -2.518 -3.891 -1.538
Cl: -0.937 -3.000 2.419
C: -0.847 -4.596 3.071
C: -0.356 -4.743 4.367
C: -0.268 -6.006 4.943
C: -0.672 -7.127 4.225
C: -1.159 -6.984 2.931
C: -1.247 -5.720 2.350
Cl: -1.855 -5.613 0.736
H: -0.040 -3.874 4.934
H: 0.115 -6.116 5.953
H: -0.607 -8.112 4.674
H: -1.471 -7.862 2.376

---

DFT (ωB97M-V with the def2-TZVPD basis set) results for C26H23ClIrN4PS as an isolated structure in a non-equilibrium geometry.

Properties
frontier orbital gap = 0.2509 hartree
E_tot = -68768.1427 eV
ΔE to the lowest compared entry with this formula, charge and spin = 0.0 kcal/mol
total charge = +2
highest occupied orbital energy = -0.5223 Eh
LUMO level = -7.39 eV

CARTESIAN COORDINATES (ANGSTROEM)
Ir: 0.793 -1.453 0.881
C: 4.447 0.402 -0.253
C: 3.147 -0.317 -0.181
N: 2.430 -0.365 0.908
N: 2.861 0.278 2.043
C: 2.183 -0.080 3.104
N: 2.524 0.465 4.276
S: 0.843 -1.230 3.123
C: 2.590 -1.012 -1.354
C: 3.209 -1.080 -2.596
C: 2.527 -1.659 -3.656
C: 1.195 -2.030 -3.475
C: 0.816 -2.275 -2.144
N: 1.456 -1.728 -1.123
H: 4.558 1.083 0.583
H: 4.522 0.948 -1.192
H: 5.268 -0.319 -0.219
H: 3.345 1.047 4.322
H: 2.093 0.165 5.134
H: 4.216 -0.706 -2.716
H: 2.986 -1.742 -4.632
H: 0.738 -2.675 -4.214
H: -0.066 -2.856 -1.914
Cl: -0.936 -3.151 0.843
C: -2.443 -2.218 1.096
C: -3.576 -2.926 1.429
C: -4.731 -2.192 1.680
C: -4.726 -0.807 1.606
C: -3.567 -0.126 1.268
C: -2.400 -0.835 0.986
P: -0.891 -0.002 0.479
C: -0.906 0.193 -1.304
C: 0.137 0.959 -1.837
C: 0.501 0.770 -3.151
C: -0.139 -0.209 -3.910
C: -1.406 -0.649 -3.489
C: -1.764 -0.502 -2.164
C: -0.851 1.639 1.230
C: -1.133 2.760 0.438
C: -1.224 4.016 1.016
C: -1.055 4.168 2.382
C: -0.804 3.059 3.180
C: -0.705 1.802 2.611
H: -3.563 -4.004 1.511
H: -5.637 -2.716 1.952
H: -5.630 -0.253 1.820
H: -3.565 0.956 1.217
H: 0.715 1.627 -1.210
H: 1.345 1.304 -3.567
H: 0.058 -0.189 -4.975
H: -2.035 -1.206 -4.171
H: -2.674 -0.945 -1.776
H: -1.293 2.664 -0.624
H: -1.436 4.878 0.398
H: -1.132 5.149 2.830
H: -0.688 3.174 4.249
H: -0.530 0.948 3.247